DFT (ωB97M-V with the def2-TZVPD basis set) results for a 2-piece molecular cluster, C2H7NO2 overall.

Structure (ORCA input):
```
! RIJCOSX wB97M-V def2-TZVPD def2/J DEFGRID3
* xyz 0 1
O -1.4932 1.1546 -0.8224
C -0.7989 0.3196 -1.3131
C 0.4879 -0.0876 -0.5756
N 0.8076 -1.3352 -1.2898
H -1.0269 -0.3291 -2.2016
H 0.1964 -0.0412 0.4819
H 1.3968 0.6112 -0.5123
H 1.1916 -1.9683 -0.5712
H 1.3690 -1.5595 -2.2185
H -1.2822 1.6396 2.8304
H 0.0129 0.8637 3.3381
O -0.8610 0.7324 2.8540
*
```

Calculated values
Kohn-Sham gap: 10.056 eV
calculated total energy: -285.56882 Ha
SMILES: NCC=O.O
relative energy (zero: lowest compared OMol25 entry of this formula, charge and spin): 270.4 kJ/mol
lowest unoccupied orbital energy: 0.80 eV